{"formula": "H76O42S", "method": "ωB97M-V/def2-TZVPD", "elements": ["S", "O", "O", "O", "O", "O", "H", "H", "O", "H", "H", "O", "H", "H", "O", "H", "H", "O", "H", "H", "O", "H", "H", "O", "H", "H", "O", "H", "H", "O", "H", "H", "O", "H", "H", "O", "H", "H", "O", "H", "H", "O", "H", "H", "O", "H", "H", "O", "H", "H", "O", "H", "H", "O", "H", "H", "O", "H", "H", "O", "H", "H", "O", "H", "H", "O", "H", "H", "O", "H", "H", "O", "H", "H", "O", "H", "H", "O", "H", "H", "O", "H", "H", "O", "H", "H", "O", "H", "H", "O", "H", "H", "O", "H", "H", "O", "H", "H", "O", "H", "H", "O", "H", "H", "O", "H", "H", "O", "H", "H", "O", "H", "H", "O", "H", "H", "O", "H", "H"], "xyz": [[-13.94748, -10.53486, -11.67510], [-13.49157, -9.12395, -11.38580], [-15.41296, -10.62887, -11.32858], [-13.85678, -10.91550, -13.12743], [-13.22088, -11.52187, -10.87195], [-14.32023, -14.18615, -11.00998], [-14.05010, -13.28628, -10.98677], [-13.96289, -14.56460, -11.80927], [-11.40912, -12.49040, -13.75159], [-11.18126, -12.87970, -12.89015], [-12.06788, -11.75682, -13.63787], [-15.95256, -11.31195, -8.59269], [-15.70432, -11.63167, -9.47399], [-15.92626, -12.08113, -7.99697], [-12.19977, -3.75988, -14.21456], [-12.21798, -3.94071, -13.27707], [-11.85056, -2.86165, -14.32002], [-19.32150, -9.30394, -10.82812], [-19.18680, -9.31857, -11.78818], [-18.46639, -9.00786, -10.49749], [-15.00075, -13.50323, -16.72523], [-15.35730, -12.81642, -17.28958], [-14.91327, -13.12242, -15.85016], [-17.58469, -7.14528, -14.11118], [-16.91707, -7.02121, -13.42996], [-17.78520, -8.08760, -14.13505], [-17.82570, -12.92814, -11.72044], [-18.56545, -13.16291, -11.16025], [-17.16452, -12.48389, -11.22155], [-15.61573, -13.15786, -6.84516], [-15.26623, -13.91696, -7.40403], [-14.85588, -12.81469, -6.27580], [-16.06708, -10.25058, -15.74352], [-16.40374, -10.14181, -14.79479], [-15.12971, -10.37492, -15.83120], [-11.96728, -14.78240, -6.61510], [-12.76876, -14.77163, -7.14874], [-12.07066, -14.12630, -5.86355], [-11.47872, -7.41760, -10.73128], [-12.07465, -8.02067, -11.27046], [-11.53638, -6.66891, -11.30170], [-10.60596, -12.15724, -10.52228], [-10.49941, -11.17608, -10.45024], [-11.57984, -12.19584, -10.35787], [-14.34710, -6.90161, -9.88565], [-13.92326, -7.76052, -10.20992], [-15.29948, -7.05811, -9.96011], [-17.41385, -9.88521, -13.22142], [-16.65717, -10.04569, -12.62234], [-17.94205, -10.66800, -13.07467], [-13.92239, -5.27192, -7.72348], [-13.09529, -5.49531, -7.27745], [-13.88602, -5.94502, -8.41607], [-17.21451, -15.73757, -9.98654], [-17.82000, -15.00468, -10.17540], [-16.51866, -15.55176, -10.64119], [-18.71478, -11.14665, -8.87385], [-18.98518, -10.62454, -9.65937], [-17.72843, -11.12533, -8.89965], [-10.46651, -10.88170, -6.35566], [-11.15014, -10.45641, -6.89189], [-10.08883, -11.65531, -6.83006], [-12.39371, -6.34338, -15.20349], [-13.29015, -6.49574, -15.44543], [-12.19498, -5.38177, -15.09508], [-15.49184, -8.62675, -7.20848], [-14.62797, -8.20645, -7.38469], [-15.50177, -9.48270, -7.61565], [-10.02311, -9.61729, -10.99676], [-9.61334, -9.80088, -11.82138], [-10.30559, -8.67368, -11.06513], [-11.76888, -12.76516, -4.84224], [-11.07244, -13.24080, -4.37690], [-11.26591, -12.11577, -5.42307], [-9.22386, -10.33601, -13.67184], [-9.96551, -9.83477, -13.93734], [-9.55260, -11.15873, -13.42878], [-10.84309, -15.21462, -14.72302], [-11.75823, -14.93026, -14.74463], [-10.36094, -14.44260, -14.98915], [-19.47419, -13.69083, -9.88872], [-19.14141, -12.94341, -9.35964], [-20.08837, -14.19969, -9.35885], [-13.81314, -15.60415, -13.49709], [-14.57096, -16.15815, -13.65054], [-14.14472, -14.78971, -13.92750], [-15.63544, -7.32599, -16.16848], [-15.75692, -8.25782, -16.05409], [-16.34116, -6.84436, -15.69089], [-9.57135, -12.90536, -7.96971], [-9.91378, -12.67943, -8.87928], [-10.09577, -13.63719, -7.66642], [-11.89804, -18.01099, -14.26227], [-11.19562, -17.43037, -14.57691], [-12.33432, -17.57038, -13.51836], [-11.50677, -6.95690, -7.61219], [-11.81997, -7.84666, -7.96476], [-11.04392, -6.48420, -8.30315], [-11.98179, -9.83480, -8.53269], [-12.63973, -10.08264, -9.18640], [-11.22733, -9.61120, -9.05574], [-14.79761, -15.19935, -8.34933], [-14.39216, -15.15213, -9.23374], [-15.67035, -15.53361, -8.51054], [-11.67838, -8.84000, -13.93636], [-12.51710, -9.26548, -13.69565], [-11.85910, -8.05364, -14.41843], [-15.13311, -13.13495, -13.72355], [-16.03446, -12.94423, -13.97166], [-14.79973, -12.25714, -13.33957], [-14.77728, -6.63141, -12.88046], [-14.31234, -6.64616, -13.70912], [-14.45566, -7.41694, -12.45888], [-16.65170, -8.42856, -10.26596], [-16.69908, -8.33702, -9.29539], [-15.87076, -8.96196, -10.58152], [-12.76342, -5.08724, -11.72627], [-12.99058, -4.59098, -10.95305], [-13.51761, -5.68320, -11.89044]], "mulliken_charge": [0.931, 1.626, 0.389, -1.482, -1.214, -0.277, 0.207, 0.266, -0.644, 0.357, 0.232, -0.482, -0.128, 0.385, -0.644, 0.361, 0.286, -0.736, 0.280, 0.407, -0.655, 0.301, 0.353, -0.774, 0.319, 0.356, -0.612, 0.391, 0.102, -0.721, 0.438, 0.314, -0.759, 0.440, 0.321, -0.705, 0.330, 0.403, -0.937, -0.002, 0.305, -0.979, 0.474, 0.483, -0.315, -0.055, 0.378, -0.701, 0.209, 0.204, -0.691, 0.372, 0.377, -0.766, 0.430, 0.270, -0.767, 0.558, 0.378, -0.823, 0.363, 0.499, -0.627, 0.261, 0.307, -0.668, 0.330, 0.235, -0.673, 0.309, 0.280, -0.763, 0.313, 0.461, -0.771, 0.405, 0.353, -0.631, 0.321, 0.279, -0.702, 0.348, 0.257, -0.477, 0.277, 0.155, -0.661, 0.385, 0.364, -0.815, 0.520, 0.337, -0.651, 0.334, 0.298, -0.683, 0.358, 0.312, -0.546, -0.216, 0.474, -0.597, 0.214, 0.322, -0.572, 0.132, 0.295, -0.425, 0.294, 0.347, -0.866, 0.218, 0.264, -1.005, 0.329, 0.343, -0.634, 0.299, 0.424], "fmax_ev_per_a": 3.2, "orbital_gap_ev": 9.73, "homo_ha": -0.230, "total_charge": -2, "lumo_energy_ev": 3.4717}